No. 1
{"formula": "C14H38BF4N6O6Rb", "method": "ωB97M-V with the def2-TZVPD basis set", "symbols": ["Rb", "B", "F", "F", "F", "F", "C", "O", "C", "C", "N", "C", "C", "O", "C", "H", "H", "H", "H", "H", "H", "H", "H", "H", "H", "H", "H", "H", "H", "H", "C", "O", "C", "C", "N", "C", "C", "O", "C", "H", "H", "H", "H", "H", "H", "H", "H", "H", "H", "H", "H", "H", "H", "H", "C", "O", "N", "N", "H", "H", "H", "H", "C", "O", "N", "N", "H", "H", "H", "H"], "xyz": [[3.9862, 1.8938, -1.0510], [3.9508, 0.5999, 1.9187], [2.9924, -0.1879, 1.2886], [3.7885, 0.2868, 3.2569], [5.1923, 0.3985, 1.3797], [3.7840, 1.9592, 1.6944], [1.2768, -2.6922, 2.2956], [0.0401, -2.0966, 2.5851], [-1.0542, -2.6307, 1.9069], [-2.2376, -1.6417, 2.0640], [-2.2158, -0.5557, 1.0645], [-3.5524, -0.0291, 0.6997], [-4.4778, -0.9938, 0.0544], [-5.1585, -1.9232, 0.8812], [-6.3293, -2.4979, 0.3568], [1.2034, -3.7735, 2.1655], [2.0639, -2.5128, 3.0315], [1.7231, -2.1365, 1.4658], [-1.3726, -3.6358, 2.2204], [-0.8346, -2.9211, 0.8713], [-2.4855, -1.3430, 3.0842], [-3.0639, -2.3192, 1.8301], [-1.6940, 0.2568, 1.3632], [-3.3984, 0.8239, 0.0388], [-4.0124, 0.3820, 1.6056], [-4.0344, -1.6038, -0.7416], [-5.2451, -0.4109, -0.4696], [-7.1263, -2.3998, 1.0946], [-6.2133, -3.5779, 0.2223], [-6.5909, -2.1205, -0.6336], [-0.8112, 0.5835, -5.8870], [-0.1657, 1.5754, -5.1032], [1.2470, 1.4452, -4.9787], [1.6953, 0.1785, -4.2155], [1.8415, 0.4024, -2.7367], [1.7226, -0.9263, -2.0980], [0.3268, -1.2815, -1.6823], [-0.4094, -1.7957, -2.8140], [-1.7504, -2.0056, -2.5394], [-0.1867, -0.2865, -6.0973], [-1.1523, 1.0534, -6.8107], [-1.6906, 0.1778, -5.3845], [1.6771, 2.2981, -4.4469], [1.7619, 1.5597, -5.9372], [2.6539, -0.1173, -4.6402], [0.9063, -0.5662, -4.3166], [1.0021, 0.8728, -2.4102], [2.3809, -0.8918, -1.2238], [2.1881, -1.6983, -2.7122], [-0.1532, -0.4783, -1.1219], [0.4452, -2.1667, -1.0483], [-1.7671, -2.6872, -1.6772], [-2.1953, -2.5913, -3.3438], [-2.2944, -1.0928, -2.2875], [0.0220, 2.4078, 0.9647], [-0.9868, 2.6542, 0.3393], [0.5986, 3.2577, 1.8667], [0.5421, 1.1781, 1.0199], [1.4221, 3.0086, 2.3828], [0.0953, 4.1123, 2.0316], [1.4308, 1.0239, 1.4708], [0.2665, 0.2710, 0.6825], [3.5943, 3.7960, 5.0521], [3.3578, 4.6566, 5.8856], [3.1053, 3.7719, 3.7801], [4.4464, 2.7788, 5.2814], [2.6442, 4.6167, 3.4869], [3.4831, 3.1057, 3.1234], [4.9820, 2.8925, 6.1261], [4.8195, 2.3096, 4.4753]], "homo_ev": -8.6871, "e_lumo_ev": -0.9, "total_energy_ha": -1784.81611, "spin_multiplicity": 1, "largest_force_ev_per_a": 3.4}

No. 2
{"formula": "C3H3NO3", "method": "ωB97M-V with the def2-TZVPD basis set", "symbols": ["N", "C", "O", "C", "O", "C", "O", "H", "H", "H"], "xyz": [[-1.0253, 1.2383, -0.4541], [-0.7933, 0.0297, -0.1980], [0.3647, -0.6881, -0.1783], [1.6161, -0.1788, 0.0014], [1.9608, 0.5487, 0.8770], [-1.9830, -0.8670, -0.0202], [-1.8985, -2.0398, 0.2289], [-0.2230, 1.8199, -0.6422], [2.2728, -0.5855, -0.7647], [-2.9232, -0.3095, -0.1693]], "homo_ev": -10.6647, "e_lumo_ev": -0.3, "total_energy_ha": -396.55757, "smiles": "[H]/N=C(/C=O)OC=O", "spin_multiplicity": 1, "largest_force_ev_per_a": 0.6}

No. 3
{"formula": "C33H32BrF4N3NiO4PS2", "method": "ωB97M-V with the def2-TZVPD basis set", "symbols": ["Ni", "F", "C", "C", "F", "C", "F", "C", "P", "C", "C", "C", "C", "C", "C", "C", "C", "C", "C", "C", "C", "C", "Br", "C", "F", "H", "H", "H", "H", "H", "H", "H", "H", "H", "H", "C", "C", "C", "N", "C", "S", "N", "C", "O", "C", "C", "C", "C", "C", "C", "H", "H", "H", "H", "H", "H", "H", "H", "H", "H", "H", "H", "H", "H", "O", "N", "O", "O", "S", "C", "C", "C", "C", "H", "H", "H", "H", "H", "H", "H", "H"], "xyz": [[0.8747, 0.1087, 0.3773], [3.3437, -3.3730, 5.8789], [2.5116, -2.7387, 5.0649], [1.2711, -2.2968, 5.5268], [0.9114, -2.5217, 6.7850], [0.4214, -1.6152, 4.6594], [-0.7689, -1.2072, 5.1044], [0.7767, -1.3443, 3.3416], [-0.3183, -0.3564, 2.2311], [-0.8225, 1.0364, 3.2656], [0.0982, 1.6178, 4.1350], [-0.2256, 2.7839, 4.8036], [-1.4496, 3.3959, 4.5797], [-2.3518, 2.8415, 3.6848], [-2.0429, 1.6647, 3.0267], [-1.7115, -1.5105, 2.0198], [-1.6185, -2.3853, 0.9381], [-2.6185, -3.3099, 0.7042], [-3.7202, -3.3581, 1.5453], [-3.8153, -2.4870, 2.6186], [-2.8150, -1.5618, 2.8648], [2.0043, -1.8241, 2.8905], [2.5396, -1.5792, 1.0915], [2.8660, -2.5111, 3.7366], [4.0379, -2.9426, 3.2822], [1.0647, 1.1568, 4.2868], [0.4787, 3.2237, 5.4936], [-1.6991, 4.3091, 5.0980], [-3.2935, 3.3322, 3.4919], [-2.7436, 1.2316, 2.3261], [-0.7626, -2.3250, 0.2724], [-2.5470, -3.9889, -0.1321], [-4.5079, -4.0724, 1.3589], [-4.6754, -2.5264, 3.2699], [-2.8891, -0.8907, 3.7062], [-2.5816, 0.0586, -4.9471], [-1.3861, 1.0036, -4.9921], [-0.5614, 0.9604, -3.7120], [0.0589, -0.3342, -3.5456], [1.0934, -0.5807, -2.7646], [1.8181, 0.6503, -1.8482], [1.6378, -1.8279, -2.7077], [1.3963, -3.0023, -3.4474], [1.7133, -4.0555, -2.9603], [0.8021, -2.8602, -4.7978], [-0.1720, -3.7751, -5.1995], [-0.7330, -3.6825, -6.4609], [-0.3088, -2.6972, -7.3388], [0.7021, -1.8225, -6.9659], [1.2575, -1.8975, -5.7016], [-3.2242, 0.2316, -5.8047], [-3.1679, 0.2199, -4.0458], [-2.2755, -0.9852, -4.9769], [-1.7456, 2.0252, -5.1125], [-0.7563, 0.7618, -5.8496], [-1.2114, 1.1576, -2.8536], [0.2267, 1.7173, -3.7263], [-0.3853, -1.1060, -4.0272], [2.2800, -1.9843, -1.9340], [-0.4846, -4.5453, -4.5105], [-1.4977, -4.3825, -6.7622], [-0.7542, -2.6177, -8.3186], [1.0613, -1.0823, -7.6657], [2.0520, -1.2219, -5.4173], [-0.9874, 2.2864, 0.3223], [-1.5197, 1.4491, -0.3768], [-0.9913, 0.3558, -0.6025], [1.5829, 1.8749, 1.1640], [1.7897, 3.2078, 0.4957], [3.4624, 3.6249, 1.1304], [3.2104, 4.0988, 2.5495], [2.0649, 5.0973, 2.4467], [0.9760, 4.4280, 1.6174], [3.8946, 4.3982, 0.4986], [4.0559, 2.7156, 1.0699], [4.0991, 4.5417, 2.9976], [2.8995, 3.2507, 3.1617], [2.4150, 6.0017, 1.9477], [1.6921, 5.3787, 3.4307], [0.4285, 5.1336, 0.9971], [0.2707, 3.8555, 2.2167]], "homo_ev": [-10.4440, -10.7440], "e_lumo_ev": [-2.5, -3.2], "total_energy_ha": -7361.19552, "s2": 2.01, "spin_multiplicity": 3, "charge": 1, "largest_force_ev_per_a": 3.7}

No. 4
{"formula": "C5H7NO", "method": "ωB97M-V with the def2-TZVPD basis set", "symbols": ["C", "C", "N", "C", "C", "C", "O", "H", "H", "H", "H", "H", "H", "H"], "xyz": [[-1.8809, 0.0703, 0.0429], [-0.3996, -0.1069, 0.0361], [0.2155, -1.0262, 1.0337], [0.6289, 0.3125, 0.9972], [1.6913, 0.5445, -0.6339], [0.4506, 0.0215, -1.2034], [0.1788, -0.3311, -2.3320], [-2.1509, 1.0608, -0.3355], [-2.2809, -0.0606, 1.0504], [-2.3230, -0.6795, -0.6199], [0.9125, -1.6565, 0.6532], [0.5425, 0.9886, 1.8607], [2.5994, -0.0530, -0.6910], [1.6328, 1.0952, 0.3529]], "homo_ev": -8.9464, "e_lumo_ev": 0.6, "total_energy_ha": -324.53443, "spin_multiplicity": 1, "largest_force_ev_per_a": 1.6}

No. 5
{"formula": "C40H34LiN2OP2S", "method": "ωB97M-V with the def2-TZVPD basis set", "symbols": ["Li", "O", "S", "C", "C", "C", "C", "C", "C", "P", "C", "C", "C", "C", "C", "C", "C", "C", "C", "C", "C", "C", "C", "C", "C", "C", "C", "C", "P", "C", "C", "C", "C", "C", "C", "C", "C", "C", "C", "C", "C", "H", "H", "H", "H", "H", "H", "H", "H", "H", "H", "H", "H", "H", "H", "H", "H", "H", "H", "H", "H", "H", "H", "H", "H", "H", "H", "H", "H", "C", "C", "N", "C", "C", "N", "H", "H", "H", "H", "H", "H"], "xyz": [[1.2574, -1.1168, -0.5920], [1.0046, -2.3680, 3.1447], [0.4467, -1.7560, 1.9249], [-0.3527, -0.3197, 2.5418], [-1.4757, -0.3596, 3.3881], [-1.9016, 0.8543, 3.9588], [-1.3728, 2.1064, 3.5980], [-0.2738, 2.0411, 2.7551], [0.2201, 0.9295, 2.1571], [1.6446, 0.9638, 0.9975], [3.0423, 0.6640, 2.1008], [2.8994, 0.6652, 3.4878], [3.9671, 0.2643, 4.2690], [5.2323, -0.1178, 3.6742], [5.3371, 0.0172, 2.2571], [4.2396, 0.3451, 1.4457], [1.7879, 2.7392, 0.5671], [2.5951, 3.6221, 1.2897], [2.7504, 4.9634, 0.9000], [2.0901, 5.4325, -0.2253], [1.3504, 4.4906, -1.0116], [1.2083, 3.1364, -0.6169], [-0.9966, -2.7174, 1.5223], [-1.2202, -3.8496, 2.2641], [-2.3356, -4.6714, 1.9606], [-3.1108, -4.3278, 0.8705], [-2.9015, -3.1518, 0.2107], [-1.8392, -2.3555, 0.4756], [-1.3809, -0.9570, -0.6175], [-2.4558, 0.3760, -0.0805], [-3.5492, 0.0956, 0.6443], [-4.4035, 1.1525, 0.9505], [-4.2053, 2.4396, 0.5103], [-3.0779, 2.6889, -0.3178], [-2.2112, 1.6513, -0.6370], [-2.0566, -1.4307, -2.2468], [-1.5279, -2.4828, -3.0593], [-2.0240, -2.6361, -4.3648], [-3.0611, -1.8736, -4.8669], [-3.6079, -0.9211, -4.0706], [-3.0566, -0.6380, -2.8258], [-1.9821, -1.3214, 3.6592], [-2.7902, 0.8505, 4.6239], [-1.6620, 3.1221, 3.8853], [0.0634, 3.0003, 2.3732], [2.0138, 0.8533, 4.0619], [3.9598, 0.2588, 5.3460], [6.0817, -0.4389, 4.2391], [6.3195, -0.2966, 1.8225], [4.4753, 0.4699, 0.4022], [3.1110, 3.2446, 2.1848], [3.3961, 5.5847, 1.4661], [2.0080, 6.5048, -0.5633], [0.8847, 4.6797, -1.9376], [0.5896, 2.4337, -1.0925], [-0.5432, -4.0494, 3.0225], [-2.5125, -5.5394, 2.5576], [-3.9878, -4.9602, 0.6452], [-3.5326, -2.9514, -0.6619], [-3.7503, -0.9299, 0.9975], [-5.2713, 0.9047, 1.5983], [-4.9122, 3.2246, 0.7257], [-3.0155, 3.7247, -0.5743], [-1.3241, 1.8415, -1.2526], [-0.7909, -3.1660, -2.7752], [-1.5795, -3.3384, -4.9966], [-3.4089, -2.1040, -5.9438], [-4.3928, -0.3132, -4.4397], [-3.3699, 0.2066, -2.2093], [3.8855, -2.2554, -3.1319], [2.5960, -1.5676, -3.4678], [1.7070, -1.0800, -2.6452], [0.8744, -0.3667, -3.4565], [1.2640, -0.3510, -4.7790], [2.3712, -1.1589, -4.7483], [4.1995, -1.9052, -2.1590], [4.6911, -2.1531, -3.8669], [3.6623, -3.3453, -3.1509], [0.1099, 0.2569, -3.0147], [0.9071, 0.2002, -5.5656], [2.9799, -1.3580, -5.5117]], "homo_ev": -10.8118, "e_lumo_ev": -2.2, "total_energy_ha": -2817.64213, "spin_multiplicity": 1, "charge": 1, "largest_force_ev_per_a": 4.0}

No. 6
{"formula": "C28H44Cl2FeNP", "method": "ωB97M-V with the def2-TZVPD basis set", "symbols": ["P", "C", "C", "C", "C", "C", "C", "C", "C", "C", "C", "C", "C", "C", "C", "C", "C", "C", "C", "H", "H", "H", "H", "H", "H", "H", "H", "H", "H", "H", "H", "H", "H", "H", "H", "H", "H", "H", "H", "H", "H", "H", "H", "H", "H", "H", "H", "H", "H", "H", "H", "H", "Fe", "Cl", "Cl", "C", "H", "C", "C", "C", "C", "C", "C", "H", "H", "H", "H", "H", "C", "C", "C", "N", "H", "H", "H", "H", "H"], "xyz": [[-0.1834, 1.1236, -3.3365], [-1.7940, 0.3325, -3.3618], [-2.3707, 1.0785, -4.5873], [-3.8025, 0.6023, -4.8377], [-3.9010, -0.9152, -4.9581], [-3.2624, -1.6706, -3.7714], [-1.8244, -1.1856, -3.5325], [1.2947, 0.2206, -3.7535], [1.2158, 0.5261, -5.2622], [2.5486, 0.1014, -5.8796], [2.9071, -1.3478, -5.5643], [2.8368, -1.7144, -4.0608], [1.5108, -1.2621, -3.4284], [-0.0545, 2.8601, -2.8496], [-1.2184, 3.2559, -1.9256], [-1.1622, 4.7838, -1.8129], [0.2162, 5.3354, -1.4130], [1.3949, 4.7312, -2.1802], [1.3389, 3.2005, -2.2778], [-2.3996, 0.5777, -2.4559], [-1.7372, 0.8822, -5.4669], [-2.3710, 2.1697, -4.4335], [-4.2101, 1.1070, -5.7195], [-4.4021, 0.9325, -3.9840], [-4.9475, -1.2173, -5.0585], [-3.3810, -1.2447, -5.8658], [-3.8473, -1.5078, -2.8521], [-3.2705, -2.7603, -3.9443], [-1.4014, -1.6568, -2.6395], [-1.2183, -1.4744, -4.3973], [2.1740, 0.7386, -3.3326], [3.3125, 0.7546, -5.4505], [1.0690, 1.6019, -5.4584], [0.3693, -0.0096, -5.7334], [2.5353, 0.2926, -6.9556], [3.9151, -1.5636, -5.9335], [2.2268, -2.0233, -6.0992], [2.9832, -2.7984, -3.9171], [3.6593, -1.2250, -3.5167], [1.5338, -1.3728, -2.3368], [0.6995, -1.8945, -3.8094], [-0.1643, 3.4582, -3.7789], [-2.1877, 2.9680, -2.3625], [-1.1597, 2.7372, -0.9535], [-1.3997, 5.1456, -2.8249], [-1.9431, 5.1667, -1.1423], [0.3686, 5.1920, -0.3353], [0.2101, 6.4175, -1.5784], [2.3481, 5.0714, -1.7581], [1.3604, 5.0808, -3.2214], [2.1391, 2.8574, -2.9533], [1.5033, 2.6888, -1.3148], [0.0688, -0.5145, 1.3386], [1.8009, 0.4382, 0.4080], [-1.6190, 0.7415, 0.8227], [-0.3566, -1.8759, 0.0570], [-1.2630, -1.7267, -0.5974], [0.3624, -3.0621, -0.1719], [1.8123, -3.0898, -0.1594], [2.4977, -4.2965, -0.1529], [1.8056, -5.5112, -0.2183], [0.4018, -5.5025, -0.3411], [-0.3102, -4.3161, -0.3615], [2.3492, -2.1366, -0.0975], [3.5850, -4.2911, -0.0828], [-0.1297, -6.4534, -0.4061], [-1.3951, -4.3160, -0.4460], [2.3528, -6.4546, -0.1730], [1.1919, 0.4406, 5.8309], [0.3392, -0.8263, 5.5794], [0.1705, -1.0999, 4.1807], [0.1476, -1.2906, 3.0245], [2.1656, 0.3102, 5.3469], [1.3160, 0.6132, 6.9154], [0.7244, 1.3193, 5.3710], [0.8288, -1.7115, 6.0165], [-0.6559, -0.7852, 6.0422]], "homo_ev": [-2.5644, -2.6348], "e_lumo_ev": [2.4, 2.4], "total_energy_ha": -3673.48129, "s2": 8.81, "spin_multiplicity": 6, "charge": -1, "largest_force_ev_per_a": 5.0}